No. 1
Entry from OMol25: C25H22BCrN9O2 as an isolated structure (the ωB97M-V functional and the def2-TZVPD basis).

The geometry in XYZ format:
```
60
Properties=species:S:1:pos:R:3:forces:R:3
Cr 0.345306 0.097112 -0.346646 0.211 -0.171 0.047
C -1.301367 0.155286 -4.286263 0.002 0.041 -0.006
C -0.202935 0.082088 -3.428498 0.009 -0.020 0.005
N -0.608481 0.167325 -2.165387 0.003 0.017 0.037
N -1.950087 0.302341 -2.182824 -0.013 -0.019 0.009
C -2.390448 0.295317 -3.450176 0.004 -0.024 -0.005
B -2.674154 0.368910 -0.838079 0.033 0.043 0.001
N -2.071990 1.565291 -0.041302 0.009 -0.007 -0.040
C -2.655239 2.627998 0.509444 -0.004 -0.007 0.039
C -1.698618 3.360884 1.201713 -0.014 0.028 -0.009
C -0.524000 2.648390 1.036500 -0.009 -0.063 -0.002
N -0.753889 1.565665 0.277746 -0.084 0.135 0.080
N -2.319321 -0.930734 -0.050192 -0.052 -0.063 -0.005
C -3.125563 -1.869923 0.448956 0.010 0.028 0.015
C -2.357703 -2.834587 1.082349 0.013 -0.034 -0.019
C -1.050971 -2.398173 0.925862 0.029 0.011 0.033
N -1.032089 -1.248784 0.240402 -0.006 0.124 -0.074
H -1.300041 0.118884 -5.360664 -0.001 0.002 0.001
H 0.845919 -0.017693 -3.652531 0.000 -0.005 0.004
H -3.441335 0.388263 -3.666807 0.000 -0.001 0.003
H -3.855611 0.484852 -0.949097 0.007 -0.008 -0.007
H -3.713061 2.793719 0.390005 0.002 0.000 -0.006
H -1.844033 4.276658 1.745671 0.002 0.000 -0.002
H 0.469179 2.850484 1.403061 0.001 0.006 0.002
H -4.193010 -1.789953 0.328160 0.002 0.001 0.001
H -2.699793 -3.724275 1.579376 0.000 0.000 -0.003
H -0.129997 -2.848710 1.259802 -0.001 0.001 0.003
C 8.493356 6.429827 -0.314831 0.008 0.000 -0.011
O 7.333442 5.904082 0.313096 -0.016 0.000 0.003
C 7.378420 4.629837 0.756976 0.017 -0.018 0.006
C 8.478549 3.787903 0.625092 0.025 0.009 -0.013
C 8.421830 2.500200 1.140623 -0.003 -0.024 0.009
C 7.261482 2.027807 1.727858 -0.021 0.034 0.011
C 6.168975 2.882052 1.884078 -0.005 -0.013 0.006
C 6.229760 4.172583 1.409990 -0.007 0.011 0.000
N 7.296723 0.704483 2.275248 0.012 0.018 -0.012
N 6.360899 -0.088032 2.125797 0.054 -0.046 0.054
C 5.254315 0.173583 1.258805 -0.065 0.030 -0.118
C 5.404149 0.409364 -0.084033 -0.001 -0.016 0.049
C 4.293275 0.498839 -0.949642 -0.014 0.016 -0.023
C 3.030550 0.353719 -0.449159 -0.061 0.006 -0.011
O 1.893737 0.445349 -1.191233 -0.028 -0.044 -0.026
C 2.860571 0.085680 0.925287 0.005 -0.024 -0.001
N 1.567439 -0.068870 1.335666 -0.016 0.023 -0.019
C 1.336886 -0.322503 2.609001 -0.076 0.014 -0.070
C 2.369329 -0.454579 3.548313 0.047 -0.005 0.033
C 3.673091 -0.313068 3.147034 -0.031 0.002 0.003
C 3.954076 -0.025724 1.794815 0.013 -0.009 0.024
H 8.249086 7.451927 -0.586105 0.002 0.002 0.003
H 8.743928 5.865567 -1.215952 -0.003 0.000 0.001
H 9.345419 6.428289 0.368163 -0.003 0.003 0.003
H 9.386829 4.127863 0.150630 -0.001 -0.004 0.001
H 9.283240 1.847518 1.079287 0.001 0.006 -0.002
H 5.283407 2.542080 2.406117 0.000 0.014 -0.007
H 5.404372 4.859425 1.540913 -0.001 -0.003 0.000
H 6.399069 0.532361 -0.490462 0.000 0.004 -0.004
H 4.434630 0.691013 -2.004682 0.007 0.000 0.005
H 0.298631 -0.433016 2.899784 0.006 0.002 0.013
H 2.121364 -0.673830 4.576661 -0.001 0.000 -0.002
H 4.489203 -0.424378 3.849139 0.004 0.000 -0.004
```
Forces are in eV/Å.

total energy: -2678.3470 hartree
HOMO level (spin up / spin down): -10.219 / -10.213 eV
multiplicity: 2
⟨S²⟩: 0.77
total charge: +1
HOMO-LUMO gap (spin up / spin down): 6.12 / 6.64 eV
relative energy (zero: lowest compared OMol25 entry of this formula, charge and spin): 0.2 kcal per mole

No. 2
Entry from OMol25: C19H9BCl56I2NO2 as an isolated structure (the ωB97M-V functional and the def2-TZVPD basis).

The geometry in XYZ format:
```
90
Properties=species:S:1:pos:R:3:forces:R:3
C 4.697598 -1.259025 -3.685348 1.054 0.080 0.304
C 4.606690 0.231090 -3.007858 -4.353 -0.405 2.063
I 6.210022 1.718074 -3.332768 -1.229 -1.424 0.150
C 3.398647 0.554577 -2.197705 3.593 -1.456 -2.472
I 3.234936 2.594879 -1.310153 -0.003 -1.975 -0.736
C 2.117536 -0.421861 -1.902106 -0.991 1.123 2.501
O 2.263512 -1.847594 -1.589311 0.113 2.282 -1.714
B 1.465669 -2.479612 -2.704993 -0.363 0.567 -0.108
O 0.318039 -1.549398 -2.996382 -0.183 2.622 1.228
C 0.874536 -0.183535 -2.954470 0.558 -1.683 -0.942
N 1.195713 0.167424 -4.394796 0.749 1.344 1.512
H 5.812685 -1.474730 -4.025235 -2.371 0.661 0.490
H 3.946223 -1.420094 -4.581935 1.575 0.474 1.863
H 4.478926 -2.060912 -2.868884 0.029 1.611 -1.439
H 1.671815 -0.013662 -0.886623 1.087 -0.326 -1.892
H 2.060399 -2.454984 -3.723816 1.356 -0.042 -0.477
H 1.163791 -3.624301 -2.534172 -0.587 0.694 0.066
H 0.216807 0.706360 -2.572579 0.778 -2.123 -0.418
H 1.192032 1.218522 -4.487914 0.331 -1.494 0.141
H 2.154027 -0.183048 -4.621779 -1.120 0.551 0.186
C -2.683149 2.173736 -2.656114 0.233 -0.517 -0.201
Cl -2.650470 2.326235 -0.881237 0.431 0.016 -1.441
Cl -4.175520 2.913817 -3.288342 -0.194 -0.489 0.841
Cl -1.268119 3.004800 -3.349863 -0.083 -0.463 0.537
Cl -2.638708 0.450087 -3.105017 0.036 0.621 0.149
C 1.024525 -2.698591 -7.408441 -0.250 0.016 0.793
Cl 1.057203 -2.546091 -5.633564 0.100 -0.390 -1.510
Cl -0.467847 -1.958510 -8.040669 0.186 -0.090 -0.100
Cl 2.439554 -1.867527 -8.102190 -0.191 -0.117 0.022
Cl 1.068965 -4.422240 -7.857344 0.007 0.200 -0.103
C -3.775484 2.651435 3.341561 0.097 -0.150 0.025
Cl -2.855825 1.429393 4.255537 -0.410 0.164 -0.323
Cl -5.514529 2.461148 3.679378 0.392 0.060 -0.072
Cl -3.249791 4.281098 3.833605 -0.140 -0.291 -0.110
Cl -3.481971 2.433967 1.597711 -0.542 0.113 1.506
C 1.185479 -6.787569 -1.040338 0.464 0.534 0.145
Cl 1.969315 -7.927772 -2.162856 -0.399 -0.111 0.192
Cl 1.424251 -7.344905 0.635064 -0.086 -0.086 -0.174
Cl 1.906682 -5.170291 -1.236663 -0.346 -1.477 0.554
Cl -0.558371 -6.707467 -1.396745 1.183 -0.036 0.098
C 0.285478 1.912438 6.609671 0.113 0.008 -0.113
Cl 1.235482 2.577702 7.962234 -0.164 -0.202 -0.293
Cl -0.908245 0.748623 7.238293 0.440 0.296 -0.347
Cl -0.561055 3.236603 5.770486 0.387 -0.219 0.370
Cl 1.375696 1.086631 5.467777 -0.311 0.222 0.288
C 1.185492 6.179039 -0.423612 -0.089 -0.214 -0.124
Cl 0.187800 6.756518 0.934932 0.215 -0.099 -0.268
Cl 1.361541 7.481399 -1.626721 -0.048 -0.266 0.284
Cl 2.793926 5.706330 0.179504 -0.348 0.206 -0.074
Cl 0.398596 4.772045 -1.182307 0.106 0.663 0.306
C 5.985448 -5.490901 -3.063622 -0.182 0.033 0.014
Cl 5.822778 -4.605736 -4.601325 0.035 -0.218 0.365
Cl 7.497064 -6.433983 -3.078347 -0.201 0.153 -0.004
Cl 6.022215 -4.331134 -1.711641 -0.028 -0.314 -0.358
Cl 4.599851 -6.592915 -2.863270 0.672 0.457 -0.117
C -3.914508 -1.972779 8.609115 0.041 -0.059 -0.092
Cl -4.912200 -1.395300 9.967659 0.232 -0.121 -0.307
Cl -3.738459 -0.670420 7.406006 -0.183 -0.346 0.321
Cl -2.306074 -2.445488 9.212231 -0.362 0.159 -0.137
Cl -4.701404 -3.379773 7.850420 0.263 0.590 0.370
C -4.214567 -4.972769 -2.415896 0.186 0.303 -0.104
Cl -4.779048 -5.569631 -3.996917 0.097 0.094 0.343
Cl -3.190569 -3.534460 -2.655277 -0.217 -0.521 0.097
Cl -5.618903 -4.540880 -1.408138 0.240 -0.123 -0.180
Cl -3.269559 -6.246020 -1.603340 -1.078 0.377 -0.216
C 6.481063 -1.730991 1.633580 -0.207 0.032 -0.288
Cl 6.274524 -0.338065 2.725188 0.061 -0.295 -0.210
Cl 8.189044 -1.850991 1.140621 -0.317 0.012 0.124
Cl 6.000508 -3.224151 2.478450 0.124 0.311 -0.168
Cl 5.460349 -1.510662 0.189955 0.233 -0.014 0.467
C -1.318882 3.176144 10.976445 -0.032 -0.045 -0.107
Cl -2.316573 3.753623 12.334989 0.224 -0.118 -0.278
Cl -1.142832 4.478503 9.773336 -0.107 -0.293 0.335
Cl 0.289552 2.703435 11.579561 -0.370 0.110 -0.118
Cl -2.105778 1.769150 10.217750 0.152 0.413 0.331
C -2.218918 5.096131 -6.703572 -0.042 -0.135 0.050
Cl -3.064870 4.858296 -8.253510 0.196 0.082 0.282
Cl -2.121279 6.837965 -6.341514 -0.009 -0.275 -0.091
Cl -3.115016 4.268928 -5.404723 0.282 0.887 -1.387
Cl -0.574429 4.419535 -6.814601 -0.399 0.162 0.044
C -0.718901 11.039965 -3.047339 -0.019 -0.096 -0.011
Cl -1.711090 11.312937 -1.592843 0.247 -0.067 -0.349
Cl -1.163124 9.480141 -3.785052 0.124 0.387 0.203
Cl -1.005494 12.353066 -4.216909 0.067 -0.283 0.264
Cl 1.004096 11.013496 -2.594527 -0.411 0.018 -0.112
C -7.918893 -6.218878 7.664467 -0.029 0.013 0.008
Cl -7.652720 -7.675161 8.655882 -0.056 0.355 -0.242
Cl -9.118612 -6.575027 6.396225 0.313 0.092 0.317
Cl -8.521438 -4.898650 8.698004 0.169 -0.308 -0.250
Cl -6.382851 -5.726797 6.907575 -0.521 -0.395 0.031
```
Forces are in eV/Å.

total energy: -27325.3719 hartree
HOMO level: -5.032 eV
multiplicity: 1
total charge: -1
HOMO-LUMO gap: 5.99 eV

No. 3
Entry from OMol25: one molecule with the formula C8H12N2Si (the ωB97M-V functional and the def2-TZVPD basis).

The geometry in XYZ format:
```
23
Properties=species:S:1:pos:R:3:forces:R:3
C -1.799627 3.094015 0.199462 4.038 -0.332 0.623
C -0.545880 2.532532 0.310722 -3.481 3.030 -1.151
C -0.228319 1.165570 0.434954 1.251 -2.145 -2.233
C 0.958477 1.087993 1.269379 2.318 -0.194 -0.839
C 1.240999 0.184969 2.200767 -1.721 0.073 1.933
Si 0.004151 0.452985 -1.500709 -1.463 0.768 1.943
C -0.097005 -1.381044 -1.282180 0.634 0.276 1.689
N -0.718710 -2.284992 -1.961950 -1.437 0.956 -1.465
C -0.464508 -3.482774 -1.430662 1.158 -0.062 0.449
C 0.424363 -3.327475 -0.413041 0.687 -1.553 0.908
N 0.598916 -1.993067 -0.208155 -1.992 -1.249 -3.566
H -1.819336 4.158022 0.242301 -0.427 0.619 -0.410
H -2.678802 2.529579 0.201317 -1.201 -0.755 0.186
H 0.343378 3.124420 0.160090 -0.083 0.786 0.276
H -0.950106 0.580307 0.899660 -1.809 -1.055 0.472
H 1.719645 1.824689 0.962248 -0.216 -0.033 0.734
H 1.878080 0.477489 3.075389 0.027 -0.924 -1.297
H 0.397486 -0.550886 2.386749 1.244 0.675 0.147
H -1.061970 1.181788 -2.332938 0.842 -0.744 0.412
H 1.378142 0.716622 -1.790632 0.853 0.508 -0.560
H -0.820104 -4.374191 -1.863669 -0.330 -0.828 -0.313
H 1.044947 -4.129949 0.024451 -0.670 0.868 0.263
H 1.195784 -1.586603 0.416447 1.779 1.315 1.798
```
Forces are in eV/Å.

total energy: -710.9348 hartree
HOMO level: -8.411 eV
multiplicity: 1
total charge: 0
HOMO-LUMO gap: 9.20 eV
relative energy (zero: lowest compared OMol25 entry of this formula, charge and spin): 87.9 kcal per mole
SMILES string: C=CC(C=C)[SiH2]c1ncc[nH]1